{"formula": "C47H59CaGeINO2P2", "method": "ωB97M-V/def2-TZVPD", "relative_energy_kcal_mol": 27.6, "lumo_ev": 2.3, "charge": -1, "multiplicity": 1, "total_energy_ev": -156922.8521, "gap_ev": 6.233, "max_force_ev_per_a": 1.579, "homo_energy_ev": -3.932, "symbols": ["H", "C", "C", "O", "H", "H", "H", "H", "H", "C", "C", "H", "C", "H", "H", "Ge", "C", "H", "C", "C", "H", "C", "C", "C", "H", "C", "H", "H", "H", "H", "H", "C", "I", "H", "H", "C", "C", "C", "C", "H", "C", "H", "C", "C", "H", "H", "C", "H", "H", "C", "H", "H", "C", "C", "H", "C", "C", "H", "H", "C", "C", "H", "H", "H", "H", "C", "H", "C", "H", "C", "N", "H", "H", "H", "H", "C", "C", "C", "H", "C", "C", "C", "P", "H", "H", "H", "C", "C", "H", "H", "H", "H", "C", "C", "P", "Ca", "C", "H", "H", "H", "H", "H", "H", "C", "H", "H", "C", "O", "C", "C", "H", "C", "H", "H"], "xyz": [[-3.296262, 0.064034, 1.233158], [6.363521, 1.488044, 0.911530], [0.417557, -3.309711, -1.351892], [0.871561, -0.571173, -0.623356], [4.057006, 0.156699, -2.469499], [-3.047528, 4.247272, 3.251641], [-3.704062, 6.194299, -2.603436], [-5.533747, -3.847872, 1.586702], [0.823054, -9.414593, 1.545322], [-2.327521, 4.616644, -2.059148], [-2.876994, -0.215269, -0.836925], [-0.868787, 6.011442, -2.786233], [-2.285303, -3.627510, 0.598519], [2.414752, -2.877315, -0.596022], [3.706831, -0.371335, 2.148150], [-1.108108, -4.387880, -0.768475], [-1.052407, 5.184242, -2.104660], [5.235312, 7.295676, 1.677678], [-2.380886, 1.521946, 3.484282], [-2.075426, 2.538119, 2.379190], [-0.765796, -2.525487, 1.680458], [-4.571374, 1.390771, 0.132608], [-0.266402, -7.592485, 1.878697], [-0.018479, 4.700672, -1.329606], [4.477467, 1.005257, 2.924043], [-3.634042, -3.993216, 0.594983], [6.675766, 1.958123, -0.025493], [-4.367835, 4.565614, -2.759370], [-3.127514, -7.131777, -4.590131], [-2.278365, -1.775714, 3.448400], [-2.750942, 0.379591, -1.747828], [-0.721607, -6.401763, 1.319868], [1.534840, 1.723204, 3.865973], [-1.704334, 0.671183, 3.448684], [5.145905, 1.194007, -3.406666], [-3.048606, -3.703542, -2.820664], [4.625442, 0.215942, 2.187910], [-4.489569, -3.561356, 1.601798], [0.475994, -8.482546, 1.113133], [-1.949749, -0.766665, -0.668940], [4.319760, 4.144181, 1.108485], [-2.258725, 1.982672, 4.465771], [3.319605, 2.912975, -2.468771], [-4.004700, -2.764055, 2.632525], [0.763057, 5.545048, 1.240054], [2.638620, 6.913154, 2.002834], [-2.246672, -4.739383, -2.331522], [-4.671617, -2.431430, 3.419889], [-1.114687, 3.011393, 2.605613], [-1.810613, -2.821716, 1.638503], [5.334525, 3.768457, 1.041498], [-4.146929, 3.213876, 2.343473], [-3.861819, -3.891426, -3.932024], [-3.103255, -6.165976, -4.098073], [-0.489884, -7.821181, 2.914967], [4.846153, 0.913464, -2.391441], [-3.214388, 0.700520, 0.354378], [-3.038368, -2.735401, -2.324114], [2.440543, 2.294364, -2.682195], [-2.507605, 3.544555, -1.199203], [1.094577, -1.454815, 0.255619], [-4.476010, -3.075171, -4.297648], [-3.022127, 4.292013, 1.482587], [5.172679, 2.800300, -1.390373], [-1.695149, -6.802278, -2.615195], [1.936483, 3.830299, 0.700302], [-4.524644, -5.274745, -5.438827], [0.325272, -6.978269, -0.759777], [-5.373172, 0.774173, 0.550617], [2.827155, 5.914110, 1.618576], [0.850285, 3.057187, 0.292231], [0.597487, -6.738026, -1.785070], [-3.414935, 1.158582, 3.399144], [-3.487221, 3.081326, -1.170656], [3.765426, 3.218853, -3.420192], [-3.890340, -5.124685, -4.573027], [5.300184, 6.271175, 2.053081], [-0.442063, -6.078859, -0.012211], [6.368732, 2.237415, 1.704561], [4.138433, 5.432281, 1.576017], [-2.289052, -5.973155, -2.984958], [-3.138558, 3.635158, 2.347995], [-1.684283, 1.658257, 0.783582], [5.326165, 6.325529, 3.145927], [-1.303165, -5.714033, 1.927094], [-3.683660, -0.938936, -1.005376], [1.386000, -2.882114, -0.225163], [-3.465033, 5.165705, -2.891682], [6.251042, 5.848080, 1.721261], [-4.772876, 1.497211, -0.937927], [-4.640369, 2.376627, 0.584026], [2.977336, 3.808775, -1.948213], [-0.188142, 3.617169, -0.430932], [5.004428, 0.797129, 0.821493], [3.552849, 1.647586, -0.008228], [0.978782, 0.915930, 1.064975], [1.768571, 5.145497, 1.189159], [5.114445, -0.048734, 0.138346], [5.428474, -0.441190, 2.547201], [5.710040, 0.452572, -1.906536], [1.359212, -3.539710, 0.643953], [-3.222543, 5.177729, -3.959682], [-4.020965, -4.616559, -0.204447], [-2.665769, -2.397743, 2.651854], [0.050653, -2.415739, -1.857866], [1.368490, -8.855098, -0.803709], [4.338964, 2.138351, -1.626605], [1.087308, -1.211785, 1.508034], [3.261119, 3.319869, 0.698657], [0.775885, -8.171547, -0.207276], [0.967676, 5.135927, -1.424927], [-1.486487, 3.039537, -0.388035], [7.120661, 0.739880, 1.174685], [0.915365, -3.916704, -2.111461]], "forces_ev_per_angstrom": [[0.0, -0.2, 0.2], [0.1, -0.1, 0.0], [0.0, 0.1, 0.3], [0.0, -0.8, 0.1], [0.1, 0.1, 0.0], [0.0, 0.0, 0.0], [0.0, 0.0, 0.0], [0.0, 0.0, 0.0], [0.0, 0.1, 0.0], [-0.1, 0.1, 0.0], [-0.1, 0.0, 0.1], [0.0, 0.0, 0.0], [0.0, 0.1, 0.0], [0.0, 0.0, 0.0], [0.0, 0.0, 0.0], [-0.1, -0.1, 0.0], [0.0, -0.1, 0.0], [0.0, 0.0, 0.0], [-0.1, 0.1, -0.1], [-0.2, 0.0, 0.0], [-0.1, 0.0, 0.0], [0.0, -0.1, 0.0], [0.0, 0.1, -0.1], [0.0, 0.0, 0.1], [-0.1, 0.0, 0.0], [0.0, 0.1, 0.1], [0.0, 0.0, 0.1], [0.0, 0.0, 0.0], [0.0, 0.0, 0.0], [0.0, 0.0, 0.0], [0.0, 0.0, 0.0], [0.0, -0.1, -0.1], [0.0, 0.1, 0.5], [0.1, -0.1, 0.0], [0.0, 0.0, 0.1], [0.1, 0.0, 0.0], [0.1, 0.0, -0.1], [0.1, 0.0, 0.0], [0.0, 0.0, 0.0], [0.0, 0.0, 0.0], [-0.1, -0.1, 0.0], [0.0, 0.0, 0.0], [0.0, -0.1, 0.1], [0.0, 0.0, 0.0], [0.0, 0.0, 0.0], [0.0, 0.0, 0.0], [0.0, -0.1, 0.0], [0.0, 0.0, 0.0], [0.1, -0.1, 0.0], [0.0, -0.1, 0.0], [-0.1, 0.0, 0.0], [0.0, 0.1, 0.0], [0.0, 0.0, 0.0], [0.0, 0.1, 0.1], [0.0, 0.0, -0.1], [0.0, 0.0, 0.0], [0.2, 0.0, -0.4], [0.0, -0.1, -0.1], [0.1, 0.1, 0.0], [0.0, -0.1, 0.0], [-0.2, -0.4, -0.1], [0.0, 0.0, 0.0], [0.0, 0.0, 0.0], [0.1, 0.1, 0.0], [0.0, 0.0, 0.0], [-0.1, 0.0, -0.2], [0.0, 0.0, 0.0], [0.1, 0.1, 0.1], [0.0, 0.0, 0.0], [0.0, 0.0, 0.0], [-0.2, 0.9, -0.3], [-0.1, 0.0, 0.1], [0.1, 0.0, 0.0], [0.1, 0.1, 0.0], [0.0, 0.0, 0.0], [0.1, 0.0, 0.1], [-0.1, -0.1, 0.0], [0.0, 0.0, 0.1], [0.0, 0.0, 0.0], [0.0, 0.1, 0.0], [-0.1, 0.1, 0.0], [0.1, 0.1, 0.0], [-0.8, 0.5, 0.1], [0.0, 0.0, 0.0], [0.0, -0.1, 0.0], [0.0, 0.1, 0.0], [-0.3, 0.2, -0.1], [0.1, 0.0, 0.1], [0.0, 0.0, 0.0], [0.0, 0.0, 0.1], [0.0, 0.0, 0.0], [0.0, 0.0, 0.0], [0.3, 0.0, 0.0], [-0.1, 0.1, 0.2], [0.6, 0.4, 0.0], [0.3, 0.9, 0.6], [0.0, -0.1, 0.0], [0.0, -0.1, -0.1], [-0.1, 0.1, -0.1], [0.0, 0.0, 0.0], [0.0, -0.1, 0.0], [0.0, 0.0, 0.1], [0.0, 0.0, 0.0], [0.0, 0.0, -0.1], [0.0, 0.0, 0.0], [0.0, 0.0, 0.0], [-0.4, -0.2, -0.2], [0.2, -1.4, -0.7], [0.1, 0.1, -0.1], [0.0, 0.1, 0.0], [0.0, 0.1, 0.0], [0.1, 0.0, -0.1], [0.0, 0.1, 0.0], [0.1, 0.0, 0.0]]}

***

{"formula": "C47H60ClFMnN8O4", "method": "ωB97M-V/def2-TZVPD", "relative_energy_kcal_mol": 41.1, "lumo_ev": [-3.3, -3.3], "s_squared": 6.0741, "charge": 1, "multiplicity": 5, "total_energy_ev": -116375.6142, "gap_ev": [3.645, 4.168], "max_force_ev_per_a": 3.762, "homo_energy_ev": [-6.957, -7.479], "symbols": ["H", "C", "C", "H", "H", "C", "C", "C", "H", "C", "H", "N", "C", "H", "C", "H", "H", "H", "C", "H", "H", "N", "H", "C", "H", "H", "C", "C", "H", "H", "H", "C", "H", "H", "H", "C", "C", "Mn", "N", "C", "H", "H", "C", "C", "N", "H", "C", "C", "N", "C", "C", "H", "H", "H", "H", "H", "H", "N", "N", "O", "C", "C", "Cl", "C", "H", "N", "H", "H", "C", "H", "H", "H", "O", "H", "H", "C", "H", "H", "H", "C", "C", "H", "H", "H", "H", "H", "C", "H", "C", "C", "C", "C", "C", "H", "H", "C", "C", "H", "H", "H", "F", "C", "H", "H", "H", "H", "H", "C", "C", "O", "H", "C", "C", "C", "C", "O", "C", "H", "H", "C", "C", "H"], "xyz": [[-4.007740, -2.902057, 4.218970], [-0.026440, -4.080057, -1.123130], [6.739760, -1.063157, -1.349630], [-5.565240, -3.287557, 2.193070], [-0.320140, 3.016243, -4.141830], [-6.050340, -0.185057, 0.339370], [-3.994840, 0.757743, -3.543530], [-3.553940, 6.212043, -0.371730], [6.651760, -0.077257, -1.822330], [3.957460, -0.687757, 4.722270], [-4.391540, -3.148257, 0.868970], [-2.770640, 3.302943, 0.613870], [-1.079940, 2.139343, -0.096530], [8.308760, -2.142657, -2.401330], [0.991360, -0.516857, 1.656170], [6.052560, -1.738157, -1.862830], [-4.558540, 6.626343, -0.388330], [-0.137440, -6.647257, -0.684530], [3.403160, -0.659857, 2.259870], [-1.748440, 5.104543, -3.967830], [7.609260, -3.017457, -0.184530], [6.393660, -1.045157, 0.061570], [5.320260, -2.002257, 5.860670], [-3.588840, 6.683843, -2.806430], [-4.671640, 6.782143, -2.835730], [8.906060, -0.753857, -1.486330], [-3.216840, 5.624343, -1.749430], [-2.389140, -6.200057, 1.766370], [-0.151140, 5.078043, -3.244130], [9.268560, -3.021257, -0.422730], [5.623060, 0.473243, 5.616270], [-0.792340, -6.130757, 0.004070], [5.730460, 0.315243, 3.827570], [-1.364340, -7.934057, 1.017870], [-2.996540, -6.772457, 2.454270], [-4.617840, 1.185343, -4.703230], [-2.547340, -4.831157, 1.730070], [-1.757340, -1.031457, 0.932570], [-1.628740, 3.362143, -0.077030], [5.160060, -1.574957, 4.883170], [1.749360, -4.352857, 0.080570], [-5.141940, 4.684443, -1.793030], [-2.939540, 2.858143, -4.996430], [7.479260, -0.498757, 0.848870], [8.444960, -2.426357, -0.296530], [-2.522540, 3.661143, -5.586430], [-2.885540, 2.049943, 0.964170], [2.727860, -0.370057, -0.061230], [-1.747740, -2.725857, 0.869770], [-1.495940, -6.865857, 0.943070], [-3.657140, -4.245157, 2.570670], [-4.559540, 2.538843, -6.363330], [1.508760, -0.275057, 4.980270], [5.471260, -1.164257, 2.464670], [-2.329140, -3.411457, 4.052970], [-6.364940, 0.033843, 1.361370], [-6.221540, 0.694243, -0.282630], [-3.559040, -0.894257, 0.337870], [3.058160, -0.652957, 3.604370], [-0.984040, 6.554943, -1.697730], [-1.066040, 3.167043, -3.354030], [-2.318240, 2.473743, -3.811530], [-6.060540, 0.400143, -5.243630], [-3.220140, -3.121157, 3.502870], [-0.026240, 4.430343, -0.777830], [-1.863640, 1.282943, 0.528570], [-4.391140, -0.079157, -2.990930], [-5.231140, -4.677157, 1.152070], [-4.665340, -0.543657, 0.332670], [9.562060, -1.166257, 0.997370], [-3.520240, 5.444843, 0.394370], [-3.183740, 7.664943, -2.563130], [-0.770540, 0.380443, 4.709070], [-1.007040, -2.140757, -1.320030], [-1.246440, 7.122243, -2.430830], [-0.897040, -4.757757, -0.086930], [3.393660, -0.550457, 5.635270], [-3.695340, 1.686543, 1.562070], [0.945360, -2.801657, 0.312570], [-2.851340, 1.402543, -3.107430], [5.052860, -0.759757, 0.430470], [5.458760, -2.238957, 4.089670], [-3.266540, 6.403343, -3.807730], [0.289560, -4.862157, -1.827230], [7.892960, 0.414343, 0.397270], [-0.120740, 1.902243, -0.512930], [4.038660, -0.467657, -0.466430], [-2.862040, 7.010743, -0.116030], [8.560460, -1.594357, 0.935970], [-1.169040, 4.686843, -3.145530], [-1.084640, 4.597643, -0.563730], [-0.728140, -3.001757, -1.949230], [4.695260, -0.868857, 1.790070], [-1.148940, 5.329143, 0.245670], [-4.054440, 4.084243, -3.036730], [8.183060, -1.570557, -1.481830], [-4.085240, 2.229243, -5.444730], [-6.650040, -1.016857, -0.034130], [-3.858040, 3.576043, -1.357030], [-4.038540, -5.056057, 3.200870], [4.291360, -0.294357, -1.796630], [0.719560, -0.384157, 3.048870], [1.902960, -3.087657, -1.154030], [-3.004440, -2.211857, 2.941970], [1.954260, -0.226757, -0.796130], [-2.368340, 1.046843, -2.209330], [7.141760, -0.234257, 1.848170], [1.742760, -0.421457, 3.937570], [5.333660, -0.088257, 4.742770], [0.090260, -0.667557, 0.746670], [-0.684640, 2.679643, -2.461630], [-1.732240, -4.038357, 0.840570], [1.229560, -3.542857, -0.429730], [-1.679940, 5.312043, -1.815430], [-0.679940, -0.101857, 3.593770], [-1.651140, -0.374457, 2.822170], [-4.789740, -3.808157, 1.636470], [-1.630340, -3.408557, -2.402130], [-0.062640, -2.653857, -2.738630], [2.376960, -0.483357, 1.293370], [-4.110140, 4.408843, -2.002530], [8.398460, -2.239657, 1.801370]], "forces_ev_per_angstrom": [[-0.2, 0.0, 0.2], [0.0, 0.2, 0.2], [-0.1, 0.0, -0.3], [-0.2, 0.1, 0.1], [0.1, 0.0, 0.1], [-0.8, 0.2, 0.0], [-0.1, 0.0, -0.1], [0.1, -0.1, -0.1], [0.1, -0.1, 0.0], [0.7, 0.0, 0.7], [0.0, 0.0, 0.0], [-0.6, 0.4, 0.5], [-0.1, -0.2, 0.2], [0.0, -0.1, 0.2], [-2.1, -0.3, -0.7], [0.1, 0.1, 0.0], [-0.1, 0.1, 0.0], [0.1, -0.1, -0.1], [-0.7, 0.1, -0.2], [0.1, 0.1, -0.1], [0.3, 0.0, 0.1], [-0.4, 0.1, 0.0], [-0.1, 0.0, 0.1], [0.2, -0.2, 0.1], [-0.1, 0.0, 0.0], [0.0, -0.2, 0.1], [-0.1, 0.1, 0.1], [0.1, -0.1, 0.0], [-0.1, 0.0, 0.0], [-0.2, 0.1, 0.0], [-0.1, 0.1, 0.1], [0.0, -0.2, 0.1], [0.0, 0.0, -0.1], [0.0, -0.1, 0.0], [-0.1, -0.1, 0.1], [0.1, 0.1, 0.1], [0.2, 0.0, -0.1], [-0.4, 1.6, -0.4], [0.1, -0.9, 0.0], [-0.1, -0.2, 0.0], [0.1, -0.1, 0.0], [-0.1, 0.0, 0.0], [0.0, -0.1, 0.1], [0.2, 0.0, 0.1], [0.1, -0.5, -0.1], [0.1, 0.1, -0.1], [0.2, 0.2, -0.2], [0.4, -0.2, 0.4], [0.2, -0.2, 0.2], [0.1, -0.1, -0.1], [0.1, 0.1, -0.1], [-0.1, 0.0, -0.1], [0.0, 0.0, 0.1], [0.1, 0.0, 0.2], [0.2, 0.1, 0.1], [0.0, 0.0, 0.0], [0.0, 0.0, 0.0], [-3.2, 1.0, -0.2], [-0.9, 0.2, -0.2], [0.2, 0.2, 0.1], [-0.1, 0.1, -0.1], [0.0, -0.2, 0.0], [-0.1, -0.1, 0.0], [-0.1, 0.1, -0.3], [-0.1, 0.0, 0.1], [0.3, -0.5, 0.0], [-0.1, -0.1, 0.0], [-0.1, 0.0, -0.1], [2.3, -1.0, -0.1], [0.0, -0.1, -0.1], [0.0, 0.0, 0.1], [0.0, 0.1, 0.0], [0.4, 0.1, 0.5], [0.1, -0.4, -0.3], [0.0, 0.0, 0.0], [-0.2, 0.0, 0.1], [0.0, 0.0, -0.1], [-0.2, -0.1, 0.1], [0.0, 0.0, 0.0], [0.1, 0.1, -0.1], [0.1, -0.3, 1.3], [0.0, 0.0, -0.2], [0.0, 0.0, -0.1], [0.0, 0.1, 0.1], [-0.1, -0.1, 0.0], [0.1, 0.0, -0.2], [-0.9, 0.3, -0.5], [0.0, 0.1, 0.1], [-0.1, 0.5, 0.6], [0.0, -0.1, 0.2], [0.2, 1.0, -0.2], [0.1, 0.3, 0.3], [0.5, 0.1, -0.9], [0.1, -0.2, -0.1], [-0.1, 0.0, -0.1], [-0.2, 0.4, -0.5], [-0.1, -0.1, 0.0], [0.0, 0.0, 0.0], [-0.1, -0.1, 0.0], [0.0, 0.0, -0.1], [0.0, 0.0, 0.4], [-0.3, 0.1, -0.2], [0.2, 0.1, -0.1], [0.0, -0.2, 0.3], [-0.2, 0.0, -0.1], [0.1, 0.0, 0.1], [0.1, 0.0, -0.1], [0.5, -0.3, -0.6], [0.0, 0.2, 0.0], [3.5, 0.5, 1.1], [0.1, -0.1, -0.1], [0.0, -1.3, -0.2], [-0.1, -0.1, -0.1], [-0.2, -0.3, -0.2], [-0.5, 0.0, -0.1], [0.1, 0.2, 0.5], [0.1, -0.1, 0.1], [-0.1, 0.1, -0.1], [0.0, 0.0, -0.2], [1.0, 0.0, -0.6], [0.2, 0.1, 0.0], [0.0, 0.0, -0.2]]}